Computed, not measured: a structure of composition C36H58BCrN6, with the ωB97M-V functional and the def2-TZVPD basis.

```
102
C36H58BCrN6 | the Open Molecules 2025 dataset | the ωB97M-V functional and the def2-TZVPD basis
Cr 0.69702 0.33619 -1.32021
C 4.68152 -1.95971 0.14635
C 3.38924 -2.15085 -0.65492
C 3.40402 -3.51213 -1.35745
C 2.18271 -2.01332 0.23300
C 1.84287 -2.75782 1.36699
C 0.63786 -2.23900 1.82039
C -0.20416 -2.70991 2.97264
C -0.73724 -4.12155 2.69209
C 0.58971 -2.67237 4.28220
N 0.29607 -1.22979 0.99799
N 1.24065 -1.09717 0.01687
B -0.89841 -0.21572 0.96156
N -1.69799 -0.56396 -0.36705
N -0.97284 -0.82191 -1.51588
C -1.72880 -1.53514 -2.33601
C -2.96561 -1.77442 -1.71782
C -2.92082 -1.14476 -0.49053
C -4.06670 -1.07723 0.48593
C -4.56918 0.35928 0.67066
C -3.80844 -1.79222 1.82358
C -1.25177 -1.96794 -3.69817
C 0.27229 -2.00244 -3.80446
C -1.83920 -3.33757 -4.05077
N -0.23398 1.22424 1.09454
N 0.88334 1.52196 0.32952
C 1.60199 2.42559 0.97057
C 0.92930 2.78654 2.14665
C -0.19915 1.99239 2.21575
C -1.13163 1.97750 3.40610
C -2.62619 1.95810 3.09219
C -0.76139 0.86483 4.39509
C 2.95445 2.88199 0.48045
C 3.86079 3.20424 1.67127
C 3.63071 1.84190 -0.41711
H 5.55212 -1.97771 -0.51506
H 4.79223 -2.77043 0.87251
H 4.68565 -1.01818 0.69929
H 3.32548 -1.36679 -1.41539
H 3.48644 -4.31475 -0.61959
H 4.26059 -3.58563 -2.03455
H 2.49349 -3.68079 -1.93617
H 2.39914 -3.57900 1.80183
H -1.05867 -2.03888 3.06350
H 0.08756 -4.83988 2.64597
H -1.27174 -4.16170 1.73938
H -1.42009 -4.43674 3.48612
H 1.43233 -3.36959 4.24160
H -0.04794 -2.96289 5.12206
H 0.98523 -1.67292 4.47988
H -1.63528 -0.35033 1.88617
H -3.80899 -2.32299 -2.11424
H -4.85998 -1.62892 -0.01341
H -3.74250 1.04953 0.83317
H -5.24292 0.42199 1.52995
H -5.12241 0.69735 -0.21034
H -3.20361 -1.18463 2.50197
H -3.30076 -2.74839 1.67058
H -4.76113 -1.99184 2.31954
H -1.63331 -1.24727 -4.42881
H 0.68239 -2.73394 -3.10182
H 0.73049 -1.03570 -3.58640
H 0.57816 -2.28171 -4.81360
H -1.53969 -4.08265 -3.30753
H -1.47980 -3.66358 -5.02858
H -2.93129 -3.31114 -4.08802
H 1.24464 3.50152 2.89602
H -0.92066 2.92415 3.89975
H -2.96403 0.95078 2.85019
H -2.87368 2.62195 2.25766
H -3.18941 2.29223 3.96681
H -0.94691 -0.12225 3.95831
H -1.36511 0.95304 5.30276
H 0.29287 0.92286 4.67685
H 2.81621 3.80454 -0.08897
H 3.94647 2.33483 2.33133
H 3.47945 4.04254 2.25815
H 4.86155 3.47048 1.32159
H 3.80718 0.91839 0.14485
H 4.59320 2.21347 -0.77509
H 3.02855 1.59664 -1.29122
C 1.88974 1.61657 -4.08051
C 0.84241 2.12352 -3.11250
C -0.44882 1.58723 -3.10716
C -1.48870 2.19826 -2.39000
C -2.88866 1.65923 -2.47876
C -1.20458 3.33762 -1.65814
C 0.06703 3.91845 -1.66488
C 0.30198 5.21643 -0.93502
C 1.07377 3.29767 -2.38350
H 2.79483 1.25837 -3.58079
H 2.19125 2.42695 -4.74243
H 1.49946 0.80828 -4.69691
H -0.70201 0.81405 -3.82305
H -3.18635 1.17858 -1.54518
H -2.98225 0.92318 -3.27798
H -3.59159 2.47084 -2.67333
H -2.00433 3.82623 -1.10435
H 0.02204 5.12451 0.11791
H -0.30795 6.01241 -1.37085
H 1.34478 5.52869 -0.98874
H 2.05537 3.76009 -2.43481
```

Results
Electronic energy: -76311.6861 eV
M: 637.7 g/mol
<S²>: 6.02
Charge: +1
2S+1: 5
Orbital gap (spin up / spin down): 9.3 / 9.0 eV
HOMO level (spin up / spin down): -11.3 / -11.4 eV

Computed, not measured: a structure of composition C36H58Br2NO10P2S2 in a non-equilibrium geometry, with the ωB97M-V functional and the def2-TZVPD basis.

```
111
C36H58Br2NO10P2S2 | the Open Molecules 2025 dataset | the ωB97M-V functional and the def2-TZVPD basis
C 6.81769 -3.37518 -1.95706
C 6.71513 -3.57855 -3.49494
Br 7.79019 -5.04820 -4.22876
C 5.94650 -2.80502 -4.33088
Br 6.01471 -3.28708 -6.24527
C 5.10868 -1.60978 -3.79852
N 3.69188 -2.02922 -3.53992
C 2.81059 -1.64658 -4.44357
C 1.31374 -1.97428 -4.26405
C 0.45735 -0.69076 -3.85487
C 0.69773 -0.28034 -2.36847
C 1.29977 1.01365 -2.02242
C 1.55773 1.47385 -0.66553
C 1.19531 0.58001 0.47560
C 0.56447 -0.69723 0.13636
C 0.31278 -1.13831 -1.23110
S 3.66586 -0.75631 -5.75186
C 5.08346 -0.24140 -4.64777
C 6.50251 -0.01336 -5.27586
C 6.94438 1.49500 -5.42186
C 8.53619 1.51240 -5.22630
C 8.74528 1.43347 -3.66131
C 9.17695 0.18302 -3.00410
C 9.31897 0.12531 -1.54923
C 9.02291 1.32168 -0.74425
C 8.61153 2.58568 -1.35380
C 8.47509 2.60563 -2.80926
C 4.46476 0.83701 -3.66964
S 3.77502 2.32409 -4.51109
O 3.86233 3.40323 -3.52296
O 2.42440 2.11877 -5.03048
H 7.89936 -3.30528 -1.66625
H 6.24817 -2.50326 -1.55959
H 6.42564 -4.32040 -1.47851
H 5.39239 -1.20893 -2.77970
H 3.47553 -2.53415 -2.67612
H 0.85993 -2.52960 -5.12490
H 1.24318 -2.66578 -3.37405
H 0.68279 0.15131 -4.57072
H -0.64454 -0.89596 -3.97931
H 1.57701 1.69313 -2.86048
H 2.04672 2.46722 -0.50466
H 1.38310 0.91056 1.52200
H 0.27844 -1.34506 1.00447
H -0.18341 -2.12936 -1.39780
H 7.33094 -0.56210 -4.76533
H 6.45714 -0.43133 -6.32400
H 6.73457 1.91213 -6.44535
H 6.54696 2.18327 -4.63620
H 8.96291 2.49473 -5.54368
H 9.03379 0.62792 -5.69460
H 9.37056 -0.73442 -3.60442
H 9.63724 -0.79945 -1.00940
H 9.11086 1.28063 0.36350
H 8.38194 3.50534 -0.75964
H 8.13440 3.52666 -3.34990
H 5.31654 1.21855 -3.03163
H 3.69044 0.44879 -2.96112
H 4.56958 2.72587 -5.58096
O -2.93266 5.09907 3.48723
P -2.77766 3.59797 3.55283
O -2.46934 3.44306 5.16836
C -3.45985 3.83875 6.10694
C -4.57055 2.81035 6.20742
O -1.23037 3.50300 2.99359
C -0.65576 4.56485 2.23876
C 0.10963 5.51062 3.14419
O -2.79173 1.90784 3.41300
C -3.99670 1.25070 3.01810
C -4.80917 2.01889 1.99651
H -3.86334 4.82274 5.85224
H -2.96134 3.92952 7.07410
H -5.17042 2.80181 5.29186
H -5.23692 3.03798 7.04196
H -4.16110 1.80834 6.34508
H -1.41805 5.08945 1.66015
H 0.03121 4.11005 1.51928
H -0.49417 5.84401 3.98896
H 0.44883 6.38786 2.58872
H 0.98404 5.00747 3.56447
H -4.59760 1.03438 3.90581
H -3.70689 0.28744 2.59187
H -5.18722 2.95857 2.41684
H -5.66745 1.42985 1.66978
H -4.19999 2.26989 1.12458
O -7.67469 -4.64169 2.80852
P -8.08079 -3.32095 3.41913
O -8.43830 -2.49796 2.03075
C -9.49516 -2.95977 1.20110
C -10.85096 -2.60010 1.77854
O -6.57076 -2.71729 3.68437
C -5.43817 -3.57705 3.75226
C -4.76477 -3.68361 2.39777
O -8.62706 -1.99438 4.32242
C -9.76155 -2.15089 5.17544
C -9.83883 -3.50575 5.84845
H -9.41614 -4.03827 1.03792
H -9.37319 -2.47197 0.23176
H -11.05092 -3.18441 2.68218
H -11.64719 -2.80985 1.06143
H -10.88956 -1.54422 2.05086
H -5.71382 -4.55766 4.14372
H -4.74101 -3.13801 4.47065
H -5.46992 -3.94642 1.60805
H -3.97010 -4.43296 2.41869
H -4.32713 -2.72195 2.11658
H -10.67346 -1.94996 4.60592
H -9.69112 -1.37467 5.94058
H -9.99152 -4.30496 5.11308
H -10.67172 -3.53623 6.55228
H -8.91365 -3.72571 6.38643
```

Results
Electronic energy: -240559.4781 eV
M: 950.7 g/mol
Charge: +1
Orbital gap: 7.1 eV
HOMO level: -11.0 eV

Computed, not measured: a cluster of 8 separate species, C36H58ClNO25P in total in a non-equilibrium geometry, with the ωB97M-V functional and the def2-TZVPD basis.

```
122
C36H58ClNO25P | the Open Molecules 2025 dataset | the ωB97M-V functional and the def2-TZVPD basis
C -7.30258 1.59871 -3.01649
C -8.69491 1.92912 -2.17769
O -9.27994 0.74553 -1.51935
P -8.21173 0.08827 -0.29770
O -9.05536 -0.59307 0.85770
C -7.09416 1.45895 0.50670
C -6.25119 0.93256 1.81033
C -4.60925 1.23456 1.70470
Cl -3.97854 0.99216 3.47047
C -4.26383 2.76700 1.28235
C -3.25405 2.96246 0.01392
C -2.30392 4.28668 0.39864
C -4.15840 3.44328 -1.26735
N -2.29043 1.83983 -0.24777
O -1.20446 1.86727 0.54540
C -2.91880 0.48282 -0.36604
C -1.65317 -0.60806 -0.25396
C -3.57959 0.16504 -1.86972
C -3.97623 0.05184 0.79132
O -7.09791 -1.07112 -0.99463
C -7.77649 -2.33062 -1.35484
C -6.56985 -3.36509 -1.87500
H -6.91536 2.64109 -3.45088
H -7.48635 0.90204 -3.95929
H -6.44341 1.16573 -2.33926
H -9.48775 2.28091 -2.99433
H -8.57149 2.85721 -1.45150
H -6.40950 1.95065 -0.30499
H -7.80645 2.33162 0.90162
H -6.39138 -0.24931 1.89644
H -6.71083 1.39588 2.78969
H -5.21941 3.44476 1.07367
H -3.73154 3.28062 2.21972
H -1.46013 4.44773 -0.40948
H -1.86731 4.20342 1.50233
H -3.07686 5.19531 0.43575
H -4.76275 4.43361 -0.98662
H -3.41821 3.74932 -2.14492
H -4.87979 2.63021 -1.70086
H -2.03660 -1.67384 -0.60209
H -0.79175 -0.25898 -0.97029
H -1.28455 -0.74205 0.86871
H -3.47598 1.08010 -2.60714
H -4.69758 -0.21772 -1.79525
H -2.98146 -0.72801 -2.38857
H -4.88268 -0.58356 0.34566
H -3.42155 -0.70297 1.53104
H -8.25817 -2.88318 -0.41477
H -8.56384 -2.19604 -2.21120
H -5.69701 -3.22643 -1.08085
H -6.15322 -2.90598 -2.89063
H -6.93993 -4.47045 -1.98012
C 0.50487 2.21690 -2.30831
C 1.85902 2.34441 -1.68943
O 2.61046 3.01186 -2.68540
C 1.71987 3.69044 -3.46646
O 2.03219 4.50737 -4.31662
O 0.43495 3.33636 -3.17136
H -0.29709 2.24926 -1.56571
H 0.40165 1.30410 -2.90432
H 1.84832 2.95901 -0.78309
H 2.30247 1.37284 -1.45481
C 5.79813 1.42662 1.21245
C 4.89848 1.70478 0.05217
O 3.60596 1.47521 0.58019
C 3.69459 1.64018 1.93245
O 2.73594 1.68342 2.68531
O 4.99523 1.75137 2.33175
H 6.70339 2.03963 1.19380
H 6.08385 0.37147 1.27662
H 4.96261 2.74412 -0.28687
H 5.09485 1.04184 -0.79495
C 5.26076 -1.82488 4.79039
C 4.95426 -1.00802 3.57721
O 6.04150 -1.28514 2.71510
C 6.55018 -2.49406 3.09379
O 7.38603 -3.11810 2.46165
O 6.00092 -2.91360 4.27098
H 4.35666 -2.17638 5.29505
H 5.88411 -1.28554 5.51124
H 4.02582 -1.31952 3.08704
H 4.89770 0.06123 3.79891
C 1.87880 -0.95013 -4.95893
C 2.00782 -2.43257 -5.09574
O 1.59182 -2.91347 -3.83170
C 0.79091 -1.95238 -3.28535
O 0.12323 -2.10429 -2.27599
O 0.83396 -0.80020 -4.01617
H 1.62025 -0.46561 -5.90446
H 2.78611 -0.48658 -4.55770
H 1.34424 -2.84076 -5.86538
H 3.03413 -2.74290 -5.31031
C 1.30347 -4.99966 3.85158
C 2.78449 -4.80389 3.81622
O 2.93988 -3.43623 4.14405
C 1.82526 -3.06572 4.83975
O 1.69917 -2.00171 5.42255
O 0.87121 -4.04122 4.79893
H 1.02424 -6.00897 4.16617
H 0.82983 -4.78310 2.88833
H 3.30424 -5.40881 4.56671
H 3.20907 -5.01743 2.83144
C 3.33638 6.24704 -1.60383
C 3.39462 6.64494 -0.16464
O 4.42580 5.82859 0.35722
C 5.22598 5.48032 -0.69257
O 6.30406 4.92090 -0.58087
O 4.66296 5.84051 -1.88285
H 3.04008 7.07537 -2.25323
H 2.66352 5.40064 -1.77688
H 3.67396 7.69554 -0.03228
H 2.45158 6.45950 0.35685
C 7.83102 -6.22743 1.35634
C 8.04619 -7.31214 2.36137
O 7.27379 -8.38368 1.85410
C 7.14116 -8.17650 0.51129
O 6.67914 -8.99209 -0.26911
O 7.59373 -6.93859 0.15597
H 8.70266 -5.57511 1.25461
H 6.95237 -5.61478 1.58379
H 9.09345 -7.62715 2.41884
H 7.70540 -7.02722 3.36054
```

Results
Electronic energy: -112754.1985 eV
M: 971.3 g/mol
<S²>: 0.75
2S+1: 2
Orbital gap (spin up / spin down): 9.3 / 9.6 eV
HOMO level (spin up / spin down): -9.2 / -10.1 eV